(1)
{
  "formula": "C4H12S",
  "method": "the ωB97M-V functional and the def2-TZVPD basis",
  "homo_ha": -0.3107,
  "de_lowest_kcal_mol": 35.55,
  "energy_ha": -557.7138,
  "gap_ev": 9.412,
  "elements": ["C", "S", "C", "H", "H", "H", "H", "H", "H", "C", "C", "H", "H", "H", "H", "H", "H"],
  "xyz": [[-1.3908, 1.3500, -0.4987], [-0.2400, 1.5464, 0.8441], [-1.0923, 2.2771, 2.2664], [-1.1178, 0.4170, -1.1439], [-2.5845, 1.2849, -0.0858], [-1.2317, 2.0755, -1.2667], [-1.5457, 3.1759, 2.0319], [-0.1573, 2.3547, 2.9582], [-1.7626, 1.5920, 2.8114], [1.9438, -2.9706, -1.0323], [1.0622, -3.4131, -2.2050], [3.0595, -3.1889, -1.2485], [1.7508, -1.9818, -0.7724], [1.5936, -3.5568, -0.1120], [1.6547, -2.9453, -3.1117], [1.0339, -4.4550, -2.4735], [0.0105, -2.9744, -2.2748]]
}

---

(2)
{
  "formula": "C6H22BN2O2PYb",
  "method": "the ωB97M-V functional and the def2-TZVPD basis",
  "homo_ha": [-0.4594, -0.5818],
  "de_lowest_kcal_mol": 0.00,
  "total_charge": 2,
  "energy_ha": -2025.9788,
  "gap_ev": [5.209, 7.501],
  "multiplicity": 3,
  "elements": ["Yb", "H", "H", "P", "C", "H", "H", "H", "C", "H", "H", "H", "C", "H", "H", "H", "C", "O", "H", "H", "H", "H", "B", "N", "H", "H", "C", "C", "N", "O", "H", "H", "H", "H", "H"],
  "xyz": [[0.9331, -0.4686, 0.5052], [3.7783, -0.9374, -2.7340], [-0.7770, -0.4792, -0.9994], [-0.0191, 1.0602, -1.7090], [1.6345, 1.6862, -1.2905], [1.9591, 2.2532, -2.1695], [1.6050, 2.3754, -0.4390], [2.3957, 0.9010, -1.1366], [0.1604, 0.4428, -3.4076], [-0.8324, 0.3444, -3.8722], [0.7474, 1.1664, -3.9907], [0.6707, -0.5325, -3.4268], [-1.0550, 2.5116, -1.9230], [-0.9408, 3.2016, -1.0762], [-0.7834, 3.0385, -2.8504], [-2.1070, 2.2001, -1.9909], [-1.1165, 1.0815, 0.7064], [-2.2851, 1.2441, 0.8325], [-1.7828, -1.5740, 0.0295], [-1.7958, -1.6992, -1.6314], [-0.0140, -3.2675, -1.8047], [0.5913, -2.6620, 0.1850], [-0.1176, -2.6471, -0.8017], [-1.1943, -1.5995, -0.8092], [4.1248, -0.9221, -3.3897], [-0.3035, 1.2991, 1.5167], [-0.6557, -1.9481, 4.3743], [-0.1764, -0.7318, 3.6714], [-0.1882, 0.4357, 4.3314], [0.2236, -0.7507, 2.4539], [-0.5824, -1.8240, 5.4618], [-0.0641, -2.8187, 4.0834], [-1.7087, -2.1292, 4.1239], [0.1558, 1.2732, 3.8751], [-0.4799, 0.4767, 5.3018]]
}

---

(3)
{
  "formula": "C4H10N2O2",
  "method": "the ωB97M-V functional and the def2-TZVPD basis",
  "homo_ha": -0.3410,
  "de_lowest_kcal_mol": 147.69,
  "energy_ha": -418.2256,
  "gap_ev": 9.922,
  "elements": ["C", "C", "C", "C", "N", "O", "N", "O", "H", "H", "H", "H", "H", "H", "H", "H", "H", "H"],
  "xyz": [[0.3252, 1.1411, -0.5982], [-0.1068, -0.2172, -0.0587], [0.3749, -0.2907, 1.4078], [0.4017, -1.3670, -0.9361], [-1.5319, -0.3538, 0.1051], [-1.8811, -1.4984, 0.4768], [-2.2588, 0.6937, -0.0842], [-3.6179, 0.4571, -0.1581], [-0.5452, 1.6764, -1.0441], [0.7383, 1.6937, 0.3377], [1.2350, 1.0805, -1.3165], [1.4414, -0.0450, 1.5152], [0.1040, -1.3223, 1.8915], [-0.3050, 0.3894, 2.0416], [-0.2327, -2.3398, -0.9365], [0.5252, -0.9628, -1.9997], [1.4989, -1.5679, -0.6101], [-4.0357, 1.1595, -0.7971]]
}

---

(4)
{
  "formula": "C4H7N3",
  "method": "the ωB97M-V functional and the def2-TZVPD basis",
  "homo_ha": -0.2967,
  "de_lowest_kcal_mol": 17.87,
  "energy_ha": -320.8548,
  "gap_ev": 9.186,
  "elements": ["C", "N", "C", "C", "C", "N", "N", "H", "H", "H", "H", "H", "H", "H"],
  "xyz": [[2.2780, 0.3086, 0.2191], [1.1244, 0.6202, -0.5759], [-0.1717, 0.2755, -0.1864], [-0.7070, -0.7268, 0.6867], [-2.0596, -0.7376, 0.3870], [-2.2467, 0.2154, -0.5741], [-1.1221, 0.8695, -0.8843], [2.1247, 0.7399, 1.2111], [2.5050, -0.7658, 0.3207], [3.1501, 0.7988, -0.2293], [1.2343, 0.4405, -1.5637], [-0.1512, -1.3343, 1.3983], [-2.8783, -1.3890, 0.6853], [-3.0799, 0.6851, -0.8946]]
}

---

(5)
{
  "formula": "HIN3P",
  "method": "the ωB97M-V functional and the def2-TZVPD basis",
  "homo_ha": -0.3493,
  "de_lowest_kcal_mol": 0.00,
  "energy_ha": -803.9527,
  "gap_ev": 8.858,
  "elements": ["H", "N", "P", "I", "N", "N"],
  "xyz": [[0.0250, 0.3855, -0.3119], [-0.0742, -0.2325, -1.1022], [0.6075, -1.6026, -1.1543], [-0.1725, -2.4595, -3.3023], [-0.4408, -3.0463, 2.9430], [-1.0752, -2.2666, 2.5009]]
}